Molecular formula: C9H17N2S
Method: DFT, ωB97M-V with the def2-TZVPD basis set

Lowest unoccupied orbital energy ... -4.118 eV
SMILES ... C[C@H]1[C@H]([C@@H]2C=CCN2)S[N+]1(C)C
Orbital gap ... 8.20 eV
Charge ... +1
HOMO energy ... -12.31 eV
Energy above the lowest of the compared OMol25 structures with the same formula, charge and spin ... 265.6 kJ/mol

Structure (XYZ):
```
29
Properties=species:S:1:pos:R:3:forces:R:3
C 1.766 -0.972 1.081 0.96 1.50 3.23
C 0.438 -1.536 0.574 3.66 1.57 -2.56
C 2.768 -1.791 0.791 -1.99 -1.05 -1.93
C -0.095 -0.580 -0.517 -0.33 -0.25 0.25
C 2.236 -2.934 -0.101 0.08 0.80 -1.05
C -1.205 0.378 -0.052 -0.81 -0.80 -0.12
C -2.591 0.225 -0.697 -1.49 1.93 -1.06
C -0.024 2.356 1.009 -1.65 -1.63 1.19
C -1.060 2.725 -1.181 0.87 -0.04 -2.10
N 0.770 -2.816 -0.007 -0.65 -1.99 1.13
N -0.443 1.723 -0.280 -0.11 -0.89 -0.93
S 0.962 0.783 -1.108 -1.12 0.71 0.46
H 1.905 -0.024 1.838 -0.57 -2.50 -2.14
H -0.290 -1.548 1.264 -2.54 -0.54 2.80
H 3.788 -1.834 0.999 1.45 0.71 0.59
H -0.350 -1.277 -1.299 -0.46 0.30 -0.64
H 2.472 -2.868 -1.219 0.33 0.28 1.49
H 2.649 -3.883 0.219 -0.30 -0.35 0.16
H -1.453 0.294 1.053 0.77 0.21 -1.19
H -3.190 -0.537 -0.258 -0.01 -0.68 1.27
H -2.981 0.060 -1.742 2.16 0.17 0.17
H -3.125 1.173 -0.494 -0.02 -0.37 0.41
H 0.213 3.353 0.809 0.07 1.67 -0.05
H -0.817 2.203 1.861 1.37 0.50 -1.88
H 0.880 1.861 1.263 0.65 -0.41 0.69
H -1.395 2.379 -2.185 0.34 -0.62 1.00
H -1.877 3.201 -0.741 -1.33 0.62 1.13
H -0.337 3.505 -1.441 0.21 -0.22 0.44
H 0.388 -3.618 0.559 0.49 1.38 -0.78
```
Positions in Å, forces in eV/Å.


Molecular formula: C9H17N3
Method: DFT, ωB97M-V with the def2-TZVPD basis set

Lowest unoccupied orbital energy (alpha / beta) ... -7.732 / -11.864 eV
Orbital gap (alpha / beta) ... 5.60 / 5.19 eV
Charge ... +2
HOMO energy (alpha / beta) ... -13.33 / -17.06 eV
Energy above the lowest of the compared OMol25 structures with the same formula, charge and spin ... 12.2 kJ/mol
Spin multiplicity ... 3

Structure (XYZ):
```
29
Properties=species:S:1:pos:R:3:forces:R:3
C 0.871 1.331 -0.448 -1.79 1.00 -0.39
C 2.118 0.838 -0.496 0.82 -2.97 0.28
C -0.402 0.980 0.302 1.73 -0.09 -1.22
C 2.476 -0.509 0.041 -0.22 6.11 -2.10
C -0.307 -0.234 1.179 0.24 1.26 3.39
C -1.691 -1.050 -0.455 0.00 0.46 -2.84
C -0.939 2.345 0.889 -1.25 -2.08 1.61
C 3.894 -0.891 -0.195 -0.03 0.06 1.67
C -3.182 -1.263 -0.870 1.58 0.44 3.51
N -1.199 -1.133 0.891 -0.47 -1.19 0.44
N -1.458 0.398 -0.718 -0.82 2.56 -0.73
N 1.559 -1.047 0.681 -0.79 -4.47 1.79
H 0.646 2.249 -0.973 0.56 0.31 -0.12
H 2.940 1.253 -1.039 0.08 0.69 -0.20
H 0.117 -0.234 2.227 -0.68 0.28 -1.30
H -0.950 -1.585 -1.091 -0.77 -0.05 0.22
H -1.805 2.678 0.273 0.71 0.08 0.50
H -0.137 3.050 0.942 0.23 0.48 -0.22
H -1.275 2.149 1.955 0.05 0.47 -1.24
H 4.557 -0.094 0.084 0.27 0.50 -0.48
H 3.823 -1.212 -1.174 0.75 -0.26 -2.44
H 4.170 -1.723 0.367 0.42 -1.52 1.13
H -3.788 -0.843 -0.029 0.08 0.17 -1.06
H -3.404 -2.275 -0.868 -0.48 -2.03 -0.34
H -3.290 -0.843 -1.827 -0.52 0.61 -1.10
H -1.472 -1.919 1.492 0.38 0.32 -0.18
H -1.129 0.692 -1.710 -0.73 -0.91 1.78
H -2.396 0.883 -0.512 1.57 -0.62 -0.62
H 1.653 -1.990 1.083 -0.94 0.40 0.22
```
Positions in Å, forces in eV/Å.


Molecular formula: C9H17N4O
Method: DFT, ωB97M-V with the def2-TZVPD basis set

Lowest unoccupied orbital energy ... -3.554 eV
Orbital gap ... 7.97 eV
Charge ... +1
HOMO energy ... -11.53 eV
Energy above the lowest of the compared OMol25 structures with the same formula, charge and spin ... 401.2 kJ/mol

Structure (XYZ):
```
31
Properties=species:S:1:pos:R:3:forces:R:3
C 3.245 2.368 0.292 0.14 -0.51 0.29
C 4.400 1.567 0.687 -2.31 -1.70 -0.09
C 1.971 2.124 -0.091 1.64 0.42 0.27
C 4.427 0.296 1.023 0.43 -3.16 0.04
C -3.060 0.069 0.380 0.47 1.83 1.66
C -2.673 -1.383 0.559 3.25 1.57 0.08
C -1.978 -0.783 -1.632 0.10 0.66 2.63
C -2.585 0.513 -0.975 1.36 -0.76 -2.33
C 1.686 -0.084 0.699 2.85 1.89 -0.13
N 1.324 0.940 -0.157 -1.76 0.09 0.42
N 4.822 -0.950 1.390 -1.96 1.19 -0.57
N 1.070 -1.149 0.422 -2.46 -4.47 -0.96
N -1.559 -1.569 -0.430 -0.91 2.28 0.40
O -1.428 1.381 -0.896 -1.25 0.73 0.28
H 3.457 3.398 0.245 0.58 1.03 -0.04
H 5.313 2.072 0.607 1.56 0.48 0.17
H 1.571 3.067 -0.435 -1.13 -0.47 -0.25
H -4.120 0.147 0.395 -0.95 0.26 0.42
H -2.618 0.769 1.224 -0.91 -1.40 -1.72
H -2.200 -1.478 1.564 -1.16 -0.86 -0.55
H -3.461 -1.964 0.194 -1.45 -1.45 0.58
H -2.836 -1.226 -2.086 0.03 -0.72 -1.44
H -1.052 -0.462 -2.118 -0.76 -0.48 -1.08
H -3.351 0.943 -1.719 0.98 -0.37 1.44
H 0.325 0.968 -0.502 1.14 0.02 0.16
H 4.728 -1.879 0.846 0.31 2.62 0.11
H 4.526 -1.174 2.340 0.53 0.32 0.16
H 1.209 -2.112 0.894 -0.17 2.64 -0.75
H 0.249 -1.159 -0.300 1.08 -0.27 1.70
H -1.404 -2.531 -0.521 0.10 -1.58 -0.91
H -1.811 2.199 -0.547 0.61 0.18 -0.01
```
Positions in Å, forces in eV/Å.


Molecular formula: C9H17N6
Method: DFT, ωB97M-V with the def2-TZVPD basis set

Lowest unoccupied orbital energy (alpha / beta) ... -4.131 / -4.131 eV
Orbital gap (alpha / beta) ... 6.70 / 6.70 eV
Charge ... +1
HOMO energy (alpha / beta) ... -10.84 / -10.83 eV
Energy above the lowest of the compared OMol25 structures with the same formula, charge and spin ... 521.2 kJ/mol

Structure (XYZ):
```
32
Properties=species:S:1:pos:R:3:forces:R:3
C 0.394 -1.922 -1.944 -0.11 -0.36 -0.20
C 1.066 -1.139 -1.010 1.50 -1.31 0.47
C 1.763 -2.086 -0.285 -1.11 -0.19 -1.12
C 2.705 -0.414 1.007 -1.61 -0.64 0.00
C 1.242 0.301 -0.813 -3.04 -0.88 -0.61
C 1.459 1.062 -2.047 -4.54 2.41 1.37
C -2.752 0.149 -0.121 -0.30 -2.27 -1.43
C -0.991 -0.186 1.863 1.90 -4.84 -3.51
C -1.281 -0.112 0.279 0.01 -0.15 2.18
N 0.596 -3.237 -1.840 0.55 1.21 0.71
N 1.485 -3.304 -0.812 1.06 -1.73 2.06
N 2.482 -1.752 0.842 2.51 0.17 1.61
N 2.173 0.480 0.200 2.04 3.81 2.65
N -0.496 2.040 0.367 0.40 2.10 -1.93
N -0.559 0.933 -0.397 3.05 0.04 -0.31
H -0.261 -1.459 -2.622 -0.84 -0.20 -1.19
H 3.047 -0.026 1.956 0.87 -0.34 -0.12
H 2.346 1.060 -2.501 3.86 0.03 -1.34
H 1.009 2.097 -1.919 1.12 -0.74 -0.01
H 0.750 0.682 -2.738 -0.60 -0.57 -0.84
H -3.266 -0.907 -0.342 0.71 2.40 0.92
H -3.284 0.772 0.655 0.39 -0.68 -1.19
H -2.641 0.608 -1.167 -0.79 -0.22 1.72
H 0.140 -0.402 1.902 -1.45 1.22 0.59
H -1.341 -1.230 2.157 -0.14 1.49 -0.09
H -1.442 0.535 2.422 -0.73 2.02 1.84
H -0.818 -1.058 -0.023 -1.00 0.24 -0.51
H 1.799 -4.215 -0.336 -1.00 1.79 -1.60
H 3.117 -2.441 1.366 -1.49 1.50 -1.04
H 2.418 1.570 0.474 -1.05 -3.59 -0.87
H -0.504 2.983 -0.062 -0.12 -1.39 0.19
H -0.519 2.023 1.341 -0.04 -0.33 1.59
```
Positions in Å, forces in eV/Å.


Molecular formula: C9H17NSi
Method: DFT, ωB97M-V with the def2-TZVPD basis set

Lowest unoccupied orbital energy (alpha / beta) ... -0.257 / -0.259 eV
Orbital gap (alpha / beta) ... 8.26 / 8.26 eV
Charge ... 0
HOMO energy (alpha / beta) ... -8.52 / -8.52 eV
Energy above the lowest of the compared OMol25 structures with the same formula, charge and spin ... 308.8 kJ/mol

Structure (XYZ):
```
28
Properties=species:S:1:pos:R:3:forces:R:3
C -1.512 0.869 -0.983 -0.06 0.72 -1.22
C 0.515 0.836 1.230 -2.22 -1.56 -1.60
C 0.723 2.118 1.199 2.26 -0.19 1.66
C 2.215 2.497 1.677 -0.53 -2.75 -0.95
C -0.106 3.229 0.771 1.01 3.18 -0.23
C -1.752 -2.353 -2.063 0.80 -0.33 -1.07
C 1.270 -1.593 -1.394 1.11 0.75 -0.97
C -0.825 -2.871 0.911 2.86 0.68 -0.91
C -1.228 -0.136 -0.105 3.59 -0.32 2.42
N -1.805 1.623 -1.794 -0.24 1.01 -0.86
Si -0.508 -1.816 -0.717 -0.32 -0.12 0.90
H 1.089 0.125 1.792 0.09 -0.62 -0.43
H 2.856 1.596 1.914 -1.21 0.48 0.29
H 2.775 2.763 0.789 -0.20 1.19 -0.17
H 2.240 3.143 2.517 0.07 1.02 0.41
H -1.120 3.454 1.070 -0.33 -1.06 0.28
H 0.422 4.189 1.034 -0.31 -0.82 0.16
H -0.035 3.313 -0.281 -0.43 -0.14 -1.43
H -1.865 -3.493 -2.280 -0.24 2.13 0.76
H -2.652 -1.727 -1.870 0.07 -1.16 -0.05
H -1.381 -1.925 -3.030 -0.13 -0.32 0.62
H 1.818 -0.609 -1.228 -1.20 -0.87 0.17
H 1.994 -2.315 -0.976 -0.51 -0.05 -0.20
H 1.323 -1.682 -2.530 -0.31 -0.19 1.39
H -0.822 -2.108 1.691 -0.84 -0.39 0.15
H -1.662 -3.450 0.669 -2.02 -0.21 0.24
H -0.126 -3.661 1.249 0.25 0.61 -0.47
H -1.843 -0.016 0.738 -1.00 -0.68 1.12
```
Positions in Å, forces in eV/Å.


Molecular formula: C9H17O2P
Method: DFT, ωB97M-V with the def2-TZVPD basis set

Lowest unoccupied orbital energy ... 0.612 eV
Orbital gap ... 9.82 eV
Charge ... 0
HOMO energy ... -9.20 eV
Energy above the lowest of the compared OMol25 structures with the same formula, charge and spin ... 219.7 kJ/mol

Structure (XYZ):
```
29
Properties=species:S:1:pos:R:3:forces:R:3
C -0.991 -0.068 1.963 0.39 -2.19 -1.51
C -1.172 -0.323 0.670 -2.26 2.65 -0.92
C -3.838 0.234 -0.611 -0.27 -0.49 -0.11
C -3.687 1.382 0.302 0.54 0.96 2.80
C -2.537 0.963 -0.450 3.81 -4.01 0.18
C 3.946 -0.014 1.072 2.51 4.30 -0.90
C 2.628 0.226 0.411 -1.83 -2.60 0.30
C 2.523 -0.025 -1.091 1.29 -1.01 -0.40
C 1.102 -0.162 -1.608 -0.34 -0.51 0.26
O -0.687 -3.012 0.236 -0.48 -1.39 0.86
O 0.526 -1.442 -1.107 1.27 1.56 -1.90
P -0.831 -1.706 -0.375 -0.34 0.38 0.58
H -0.567 -0.918 2.566 -0.25 1.35 -0.22
H -1.298 0.883 2.305 -0.28 0.70 1.04
H -3.970 -0.794 -0.261 0.14 0.52 0.33
H -4.489 0.450 -1.423 -0.01 0.03 -1.08
H -3.972 2.396 0.077 -0.88 -0.02 -0.07
H -3.632 1.145 1.391 -0.14 0.44 -0.86
H -1.939 1.291 -1.310 -0.64 0.60 0.70
H 4.702 -0.244 0.292 -0.27 -0.81 0.88
H 4.425 1.045 1.471 -1.30 -2.52 -0.65
H 3.800 -0.642 1.899 0.67 -1.10 0.87
H 1.920 -0.532 0.917 0.72 1.02 -1.00
H 2.233 1.142 0.702 -0.80 1.90 0.23
H 2.998 0.735 -1.753 -0.09 -0.15 0.73
H 3.131 -0.975 -1.264 -0.98 0.95 -0.18
H 0.490 0.611 -1.089 0.30 -0.05 -1.05
H 1.148 -0.120 -2.761 -0.74 -0.21 1.90
H -1.961 -1.525 -1.171 0.26 -0.30 -0.80
```
Positions in Å, forces in eV/Å.


Molecular formula: C9H18AsKNO5
Method: DFT, ωB97M-V with the def2-TZVPD basis set

Lowest unoccupied orbital energy ... 2.206 eV
Orbital gap ... 7.46 eV
Charge ... -1
HOMO energy ... -5.26 eV
Energy above the lowest of the compared OMol25 structures with the same formula, charge and spin ... 18.0 kJ/mol

Structure (XYZ):
```
35
Properties=species:S:1:pos:R:3:forces:R:3
K -1.156 -0.096 -1.702 0.15 0.12 -0.33
O -0.688 -2.541 -0.366 -0.13 0.18 -0.09
C -0.530 -2.145 0.989 -0.01 -0.11 0.07
C -1.700 -1.351 1.546 -0.17 -0.05 0.14
N -1.926 -0.082 0.877 0.22 -0.10 -0.51
C -1.278 1.050 1.514 0.09 0.15 0.14
C -0.892 2.294 0.643 -0.09 -0.10 0.09
O -0.929 3.365 1.257 0.08 0.08 -0.04
O -0.511 2.095 -0.549 -0.10 -0.26 0.04
C -3.319 0.153 0.538 -0.12 0.02 0.17
C -3.979 -0.971 -0.310 -0.15 0.01 -0.02
O -5.164 -1.205 -0.065 0.03 0.02 -0.03
O -3.257 -1.526 -1.202 0.31 -0.02 0.16
H -1.616 -2.380 -0.639 -0.18 -0.07 0.19
H 0.399 -1.567 1.067 -0.02 0.03 -0.02
H -0.420 -3.042 1.612 0.09 0.02 0.00
H -1.542 -1.215 2.628 0.01 0.00 -0.01
H -2.600 -1.966 1.448 0.02 -0.01 0.00
H -0.322 0.702 1.923 -0.01 0.00 0.01
H -1.869 1.432 2.360 0.01 -0.04 0.00
H -3.371 1.084 -0.038 -0.03 0.02 0.00
H -3.947 0.298 1.430 0.02 0.01 0.00
C 2.656 1.233 0.342 -0.05 0.00 0.07
As 2.220 0.113 -1.193 0.03 -0.04 -0.03
C 2.720 1.411 -2.575 0.01 0.05 -0.01
C 3.878 -0.951 -1.228 -0.01 0.05 0.00
H 3.647 1.675 0.229 0.00 0.00 0.01
H 2.628 0.633 1.252 0.01 0.00 0.00
H 1.897 2.011 0.411 0.01 0.01 -0.01
H 3.719 1.811 -2.395 0.00 0.00 0.01
H 1.996 2.225 -2.548 -0.01 0.00 0.01
H 2.693 0.942 -3.559 0.00 0.00 0.00
H 4.759 -0.312 -1.148 -0.01 0.01 0.00
H 3.932 -1.522 -2.155 -0.01 0.00 0.00
H 3.870 -1.654 -0.395 0.00 0.00 0.00
```
Positions in Å, forces in eV/Å.


Molecular formula: C9H18BN4O4
Method: DFT, ωB97M-V with the def2-TZVPD basis set

Lowest unoccupied orbital energy ... -3.450 eV
SMILES ... CCNc1nn(CC=O)c(COO)[n+]1B(O)CC
Orbital gap ... 9.47 eV
Charge ... +1
HOMO energy ... -12.92 eV

Structure (XYZ):
```
36
Properties=species:S:1:pos:R:3:forces:R:3
C -2.171 1.499 -2.586 0.17 -0.21 -0.24
C -0.650 1.502 -2.655 -0.15 0.20 -0.29
N -0.007 2.240 -1.541 -0.65 -0.39 0.38
C -0.001 1.626 -0.321 0.21 0.09 0.20
N -0.517 2.152 0.764 0.09 -0.18 -0.13
N -0.238 1.253 1.749 0.04 -0.03 -0.39
C -0.648 1.571 3.109 0.44 -0.07 0.44
C -1.765 0.659 3.632 0.91 0.08 0.19
O -2.865 0.748 3.215 -1.25 0.01 -0.52
C 0.394 0.195 1.281 -0.07 0.24 0.12
C 0.845 -0.978 2.090 -0.06 -0.13 0.05
O 0.075 -2.125 1.826 0.13 -0.12 0.03
O -0.997 -2.069 2.779 -0.11 0.14 0.02
N 0.600 0.398 -0.044 -0.41 0.23 -0.24
B 1.368 -0.459 -1.046 0.10 -0.17 0.04
O 1.987 0.252 -2.019 0.17 0.23 0.53
C 1.295 -2.010 -0.971 0.26 0.03 -0.59
C 1.969 -2.728 -2.163 -0.03 -0.06 0.23
H -2.569 2.489 -2.382 -0.06 0.08 0.12
H -2.553 1.195 -3.559 -0.09 -0.04 -0.05
H -2.544 0.779 -1.861 -0.08 0.11 0.22
H -0.284 0.481 -2.705 0.16 -0.04 0.09
H -0.327 1.976 -3.577 0.14 0.07 -0.02
H -0.518 3.108 -1.405 0.24 0.19 -0.11
H -0.996 2.597 3.101 -0.14 0.07 -0.16
H 0.220 1.528 3.765 0.10 -0.07 -0.02
H -1.481 -0.054 4.412 0.03 -0.13 0.24
H 1.879 -1.230 1.866 0.06 0.00 -0.13
H 0.794 -0.742 3.150 0.02 0.06 0.10
H -1.590 -2.751 2.433 -0.01 -0.03 -0.05
H 2.945 0.330 -1.949 0.03 -0.12 -0.41
H 1.712 -2.406 -0.046 -0.20 -0.03 0.22
H 0.230 -2.254 -0.963 -0.10 -0.04 0.29
H 2.851 -3.268 -1.831 0.15 0.02 -0.05
H 1.301 -3.465 -2.597 -0.07 -0.05 -0.04
H 2.260 -2.041 -2.951 0.04 0.06 -0.09
```
Positions in Å, forces in eV/Å.


Per-record total energy, eV: -23414.187, -14055.907, -17605.244, -18538.329, -18972.034, -22988.077, -98519.821, -24443.934